Entry 1:
{"formula": "C4H9N2", "method": "ωB97M-V/def2-TZVPD", "total_charge": 1, "smiles": "C=[N+]1C[C@@H]1CN", "elements": ["C", "N", "C", "C", "C", "N", "H", "H", "H", "H", "H", "H", "H", "H", "H"], "positions_angstrom": [[1.00077, -2.34595, 0.54774], [0.46602, -1.20055, 0.61494], [-0.22773, -0.35442, 1.50188], [0.20280, 0.16305, 0.12408], [-0.88715, 1.14355, -0.72793], [-0.33129, 1.79137, -1.90334], [0.96475, -2.99912, 1.35451], [1.60479, -2.73204, -0.27493], [0.40831, -0.06072, 2.31375], [-1.21651, -0.62803, 1.70891], [1.09401, 0.70832, 0.12208], [-1.12309, 1.82145, -0.00230], [-1.50712, 0.26330, -0.99985], [0.21714, 2.54083, -1.55294], [-0.66568, 1.88894, -2.82661]], "forces_ev_per_angstrom": [[0.60, 0.90, -1.40], [-0.23, -1.01, -2.01], [1.87, 1.11, -0.16], [-1.13, 1.22, 1.12], [1.65, -5.07, -4.34], [0.78, -0.89, 3.25], [-0.43, -0.86, 1.74], [-0.41, 0.68, -0.34], [-0.16, 0.13, 0.65], [-1.45, -0.14, 0.13], [1.62, 0.50, 0.31], [-1.18, 1.31, 2.12], [-1.09, 1.61, 0.10], [0.41, 0.90, -0.66], [-0.85, -0.39, -0.49]], "nbo_charge": [0.128, -0.221, -0.237, -0.059, -0.146, -0.845, 0.215, 0.234, 0.238, 0.244, 0.223, 0.211, 0.225, 0.371, 0.418]}

Entry 2:
{"formula": "C36H102N6O18", "method": "ωB97M-V/def2-TZVPD", "smiles": "COCCNCCOC.COCCNCCOC.COCCNCCOC.COCCNCCOC.COCCNCCOC.COCCNCCOC.O.O.O.O.O.O", "elements": ["C", "O", "C", "C", "N", "C", "C", "O", "C", "H", "H", "H", "H", "H", "H", "H", "H", "H", "H", "H", "H", "H", "H", "H", "C", "O", "C", "C", "N", "C", "C", "O", "C", "H", "H", "H", "H", "H", "H", "H", "H", "H", "H", "H", "H", "H", "H", "H", "C", "O", "C", "C", "N", "C", "C", "O", "C", "H", "H", "H", "H", "H", "H", "H", "H", "H", "H", "H", "H", "H", "H", "H", "C", "O", "C", "C", "N", "C", "C", "O", "C", "H", "H", "H", "H", "H", "H", "H", "H", "H", "H", "H", "H", "H", "H", "H", "C", "O", "C", "C", "N", "C", "C", "O", "C", "H", "H", "H", "H", "H", "H", "H", "H", "H", "H", "H", "H", "H", "H", "H", "C", "O", "C", "C", "N", "C", "C", "O", "C", "H", "H", "H", "H", "H", "H", "H", "H", "H", "H", "H", "H", "H", "H", "H", "O", "H", "H", "O", "H", "H", "O", "H", "H", "O", "H", "H", "O", "H", "H", "O", "H", "H"], "positions_angstrom": [[7.86697, -2.81383, -2.78079], [7.55700, -1.52342, -3.35077], [6.18422, -1.44221, -3.67622], [5.65630, -0.07229, -3.17066], [6.32402, 0.32849, -1.97748], [5.82475, 1.59666, -1.47859], [6.71368, 1.99087, -0.24995], [8.06964, 1.98657, -0.64141], [8.90810, 2.54252, 0.38849], [8.95095, -2.81968, -2.67711], [7.54697, -3.55511, -3.51368], [7.37348, -2.89201, -1.81227], [5.46633, -2.14075, -3.23712], [6.02899, -1.56164, -4.75030], [4.60857, 0.05176, -2.89340], [6.01697, 0.65372, -3.91155], [7.32371, 0.32066, -2.12425], [4.85973, 1.27774, -1.07939], [5.87017, 2.39031, -2.22937], [6.66229, 1.25933, 0.56116], [6.38179, 2.95715, 0.13533], [8.83104, 1.92523, 1.28518], [8.53656, 3.54525, 0.60934], [9.90156, 2.58265, -0.05231], [-0.25638, -5.42106, 3.75365], [-1.05031, -6.60290, 3.74706], [-0.54356, -7.66046, 2.93218], [-0.16947, -8.77029, 3.86108], [1.02561, -8.45304, 4.59591], [1.43985, -9.51835, 5.54547], [0.49187, -9.63542, 6.74823], [0.59890, -10.87589, 7.44847], [-0.18935, -10.98979, 8.60485], [-0.22130, -4.94460, 2.76908], [0.77520, -5.40356, 4.10953], [-0.80482, -4.65725, 4.30766], [0.32076, -7.43894, 2.29819], [-1.28315, -7.84327, 2.14941], [-0.13922, -9.66621, 3.23798], [-1.02528, -8.84451, 4.53850], [0.97705, -7.59360, 5.12486], [2.39662, -9.19442, 5.95758], [1.57094, -10.48495, 5.06140], [-0.54337, -9.80979, 6.43596], [0.51013, -8.70428, 7.32040], [-0.31434, -12.02091, 8.93196], [-1.19266, -10.55868, 8.54600], [0.33597, -10.44927, 9.39714], [4.28184, 5.97352, -5.12597], [4.60155, 4.98220, -4.08972], [3.60351, 4.73316, -3.14920], [3.34194, 5.92177, -2.16999], [4.43678, 6.26204, -1.26733], [4.61266, 5.35787, -0.13704], [5.93233, 5.54455, 0.59849], [5.83190, 6.76714, 1.37094], [7.07710, 7.15410, 1.91108], [3.52838, 6.65619, -4.73305], [3.80528, 5.40259, -5.92366], [5.19038, 6.49314, -5.41671], [3.90196, 3.88005, -2.54009], [2.64645, 4.57135, -3.65513], [2.38242, 5.84006, -1.64515], [3.09333, 6.79546, -2.77702], [4.43158, 7.23564, -1.00490], [4.66697, 4.31636, -0.46230], [3.69931, 5.46497, 0.45486], [6.77983, 5.53888, -0.08904], [6.06331, 4.70253, 1.28334], [7.01253, 8.16533, 2.31384], [7.92265, 7.20315, 1.22240], [7.14902, 6.43140, 2.72826], [-1.20584, 0.79361, -6.20709], [0.16124, 1.04127, -6.25571], [0.67391, 2.09210, -7.04244], [0.88830, 3.45844, -6.35439], [-0.44046, 4.12468, -6.34441], [-0.43575, 5.40459, -5.54200], [-0.96475, 5.11455, -4.11829], [-2.21283, 4.44576, -4.16093], [-2.95502, 4.47750, -2.96522], [-1.21222, -0.21609, -5.79128], [-1.78096, 0.74403, -7.13445], [-1.69769, 1.46140, -5.49462], [0.01629, 2.21307, -7.90607], [1.65174, 1.78394, -7.41709], [1.63750, 4.06764, -6.85709], [1.19762, 3.28887, -5.31852], [-1.28722, 3.67392, -6.02769], [-1.11888, 6.06054, -6.08346], [0.51064, 5.93939, -5.46452], [-1.14594, 6.09212, -3.66368], [-0.33845, 4.42725, -3.54428], [-3.71413, 3.70476, -3.09267], [-3.48329, 5.40342, -2.72630], [-2.40364, 4.21206, -2.05911], [-1.72574, -2.64346, 1.39224], [-2.18941, -1.31550, 1.49495], [-3.37631, -0.98201, 0.76595], [-3.04305, -0.80323, -0.75307], [-2.44460, 0.53812, -0.95763], [-1.65727, 0.69904, -2.20201], [-0.42779, -0.19429, -2.26445], [0.58632, 0.46614, -1.45695], [1.48240, 1.31081, -2.22129], [-0.75029, -2.74792, 1.86376], [-1.70303, -2.93970, 0.34153], [-2.44605, -3.28503, 1.90649], [-3.61232, 0.01330, 1.14205], [-4.22125, -1.64574, 0.95585], [-4.08318, -0.67283, -1.06556], [-2.51752, -1.61005, -1.26081], [-1.73939, 0.63885, -0.23222], [-1.33050, 1.72383, -2.37670], [-2.27966, 0.43842, -3.06176], [-0.02025, -0.22189, -3.27640], [-0.59674, -1.17659, -1.82548], [0.99632, 2.11379, -2.77814], [1.91898, 0.67306, -2.99381], [2.29869, 1.68340, -1.60632], [-9.56188, -5.33266, 2.69996], [-9.04634, -4.06127, 3.11517], [-7.69161, -3.80289, 2.68281], [-7.28700, -2.52388, 3.32066], [-7.54214, -1.29469, 2.49856], [-6.58905, -0.22527, 2.81936], [-7.04772, 0.58754, 4.12816], [-8.18244, 1.37862, 3.83937], [-9.35391, 1.01641, 4.48589], [-10.61856, -5.36628, 2.96585], [-9.08283, -6.20970, 3.13964], [-9.58269, -5.51678, 1.62284], [-7.50338, -3.73086, 1.60995], [-7.02635, -4.55224, 3.11897], [-6.28511, -2.71533, 3.70899], [-7.89068, -2.28280, 4.19811], [-8.39987, -0.90593, 2.86761], [-6.60874, 0.50172, 2.00540], [-5.56547, -0.60094, 2.81678], [-6.29603, 1.36867, 4.24964], [-7.28406, -0.05626, 4.97567], [-9.32367, 1.29640, 5.54559], [-9.52161, -0.06309, 4.45324], [-10.23805, 1.56869, 4.16779], [-1.02313, 0.44953, 3.03460], [-0.06774, 0.53857, 2.99486], [-1.20818, -0.44366, 2.70287], [-3.74222, 2.69846, -0.00227], [-3.46084, 1.91106, -0.49508], [-4.69176, 2.75288, -0.14665], [-1.29364, 4.10581, 0.20256], [-1.68137, 4.64290, 0.89705], [-1.97114, 3.45184, -0.00114], [-3.32101, 1.80979, 2.53346], [-2.41448, 1.50727, 2.67971], [-3.30892, 2.14784, 1.62301], [-6.26709, 0.82869, -0.60055], [-6.61072, -0.06665, -0.53378], [-5.54563, 0.85644, 0.03404], [2.37762, -0.99161, -0.09687], [2.65057, -0.10287, 0.13786], [1.48384, -0.88280, -0.45088]], "forces_ev_per_angstrom": [[0.14, 1.27, -0.74], [-0.54, -1.03, 0.23], [-1.52, 1.04, 0.46], [1.50, 0.78, -0.89], [0.77, -0.49, 1.20], [1.79, -1.30, 1.68], [-0.38, -0.61, -0.76], [0.34, 0.78, 0.10], [-0.98, -0.28, -1.11], [-0.06, -0.22, 0.12], [0.04, -0.43, 0.36], [-0.01, -0.33, -0.02], [0.88, -0.81, 0.52], [0.17, 0.26, -0.16], [-0.32, -0.58, -0.99], [-0.99, 0.25, -0.63], [0.02, 0.20, 0.12], [-0.53, 1.07, -0.20], [-0.51, 0.23, -0.01], [-0.66, -0.15, 0.03], [0.21, 0.18, -0.02], [0.33, -0.03, 0.11], [0.25, 0.16, 0.18], [0.08, -0.04, 0.39], [-1.04, 1.26, -0.61], [1.33, 0.94, -0.14], [0.15, 0.61, -0.53], [-1.50, 0.19, -0.13], [1.13, -1.51, 0.30], [-0.04, 0.73, 0.66], [-2.01, -1.22, -0.72], [1.33, -0.37, 0.11], [0.39, 0.76, 0.70], [0.13, -0.42, -0.42], [0.00, -0.93, 0.27], [-0.05, -0.30, 0.48], [0.37, 0.76, 0.49], [-0.48, -0.71, 0.50], [0.68, -0.34, 0.45], [-0.22, -0.47, -0.05], [-0.44, 0.17, -0.25], [0.24, -0.26, -0.20], [-0.11, 0.10, -0.17], [-0.19, 1.25, -0.77], [0.31, -0.23, 0.61], [0.31, -0.13, -0.42], [-0.08, 0.12, -0.50], [-0.19, -0.02, 0.34], [-0.67, -1.56, 1.51], [0.82, 0.83, -0.81], [-0.60, 1.41, 0.98], [0.01, 0.61, -0.23], [0.61, -0.65, -1.01], [-0.03, 0.27, -0.55], [-1.26, 0.99, 0.98], [0.22, -0.07, -1.85], [-0.69, -0.21, 0.91], [0.20, 0.33, -0.13], [0.24, 0.25, -0.43], [-0.06, -0.15, -0.03], [0.00, -0.27, -0.39], [-0.19, -0.45, 0.04], [-0.12, -0.88, 0.26], [0.52, 0.19, -0.13], [-0.06, -0.12, 0.23], [-0.30, 0.03, -0.46], [0.35, -0.33, 0.92], [-0.03, 0.30, -0.18], [0.07, -0.04, 0.23], [-0.38, -0.08, 0.13], [-0.07, -0.62, -0.22], [1.33, 0.25, 0.24], [-0.29, -0.64, 0.98], [1.14, 0.32, -0.02], [0.62, 0.52, -0.54], [-2.82, -1.33, 0.70], [1.59, 2.74, 0.08], [-1.25, -1.67, -0.11], [-0.44, 0.58, -0.36], [-0.36, 0.19, -0.67], [-0.49, -0.85, 0.35], [-0.54, -0.02, 0.10], [0.43, 0.38, -0.38], [-0.25, 0.11, -0.09], [0.04, 0.30, -0.12], [-0.03, -0.38, 0.05], [-0.22, 0.05, -0.21], [0.51, -0.18, 0.06], [0.51, -0.98, 0.00], [-0.15, 0.27, 0.39], [0.29, -0.45, -0.21], [0.48, -0.05, 0.58], [0.70, 0.58, 0.15], [-0.12, 0.05, 0.05], [0.22, 0.39, -0.46], [0.46, 0.04, -0.22], [-1.10, -0.19, -0.27], [-0.02, 0.03, 0.26], [2.06, 0.25, -0.79], [-1.92, 1.24, 1.08], [1.32, -0.27, -0.03], [-0.72, -1.24, -0.76], [0.96, 1.88, 0.49], [0.10, 0.38, -0.15], [-0.34, -1.34, -0.53], [0.01, 0.23, -0.12], [0.33, -0.22, -0.01], [0.13, -0.32, 0.04], [-0.28, -0.05, 0.11], [0.19, -0.37, -0.06], [0.14, -0.55, -1.15], [-0.20, -0.15, 0.16], [0.04, 0.17, 0.38], [-0.17, 0.15, 0.38], [-0.33, 0.07, 0.07], [-0.29, -0.50, -0.17], [0.11, -0.08, -0.21], [-0.32, 0.23, 0.43], [0.28, 0.01, -0.06], [-0.34, 0.04, 0.30], [-0.58, 0.24, -0.14], [0.37, -1.01, -1.30], [-0.72, -0.36, 1.14], [-0.72, 1.64, 0.58], [1.27, -0.48, 0.10], [-0.95, 0.76, 0.71], [1.08, 0.20, -1.86], [-0.56, 0.24, -1.10], [-0.48, -0.13, 1.36], [0.08, 0.16, 0.36], [0.37, 0.24, 0.34], [0.45, 0.47, -0.24], [-0.56, -0.24, -0.20], [-0.16, -0.51, -0.23], [0.42, 1.01, -0.45], [0.05, -1.13, 0.47], [-0.45, -0.30, -0.56], [-0.16, 0.21, 0.10], [-0.01, -0.02, 0.60], [0.50, -0.57, 0.85], [0.59, 0.01, 0.19], [0.32, -0.20, 0.28], [-0.31, -0.06, -0.14], [0.26, -0.11, -0.85], [0.61, -0.15, 0.30], [0.07, 0.18, 0.05], [-0.34, 0.35, -0.15], [-0.65, 0.52, 0.02], [0.46, -0.74, -0.50], [-0.10, 0.37, 0.00], [0.46, -0.02, -0.17], [-0.09, -0.01, 0.09], [-0.23, 0.20, 0.14], [-0.13, 0.03, -0.20], [0.12, -0.13, 0.31], [-0.28, 0.22, 0.28], [0.18, 0.09, -0.17], [-0.19, -0.07, 0.09], [0.01, -0.08, 0.21], [0.14, -0.59, 0.26], [-0.04, 0.09, 0.02], [0.29, 0.37, -0.04]], "lowdin_charge": [-0.075, -0.204, -0.223, -0.207, -0.098, -0.183, -0.213, -0.202, -0.075, 0.085, 0.084, 0.090, 0.116, 0.116, 0.109, 0.117, 0.105, 0.107, 0.118, 0.124, 0.075, 0.088, 0.072, 0.091, -0.121, -0.176, -0.232, -0.242, -0.047, -0.176, -0.221, -0.198, -0.128, 0.066, 0.086, 0.085, 0.124, 0.121, 0.130, 0.110, 0.099, 0.113, 0.120, 0.110, 0.125, 0.085, 0.084, 0.085, -0.046, -0.193, -0.228, -0.205, -0.056, -0.198, -0.212, -0.199, -0.119, 0.066, 0.074, 0.089, 0.095, 0.099, 0.112, 0.098, 0.110, 0.095, 0.125, 0.124, 0.105, 0.083, 0.086, 0.090, -0.127, -0.189, -0.213, -0.180, -0.056, -0.167, -0.211, -0.214, -0.114, 0.085, 0.093, 0.073, 0.120, 0.116, 0.109, 0.095, 0.078, 0.108, 0.105, 0.123, 0.113, 0.089, 0.092, 0.056, -0.080, -0.243, -0.164, -0.150, -0.059, -0.164, -0.157, -0.249, -0.061, 0.088, 0.085, 0.095, 0.089, 0.124, 0.104, 0.104, 0.118, 0.115, 0.119, 0.117, 0.115, 0.074, 0.089, 0.077, -0.116, -0.183, -0.225, -0.209, -0.042, -0.180, -0.168, -0.193, -0.135, 0.081, 0.081, 0.080, 0.123, 0.115, 0.119, 0.114, 0.073, 0.088, 0.098, 0.121, 0.115, 0.087, 0.080, 0.090, -0.047, 0.057, 0.021, -0.072, 0.002, 0.066, -0.066, 0.041, -0.027, -0.084, -0.016, -0.028, -0.043, 0.045, -0.008, -0.064, 0.019, 0.003]}

Calculated HOMO (eV), listed in the same order as above: -13.2 -8.2
Calculated energy relative to the best compared isomer or geometry (same formula, charge and spin) (kcal per mole), listed in the same order as above: 106.0 174.8